Entry a
Computed, not measured: a 2-piece molecular cluster, CH4NO3S overall, with ωB97M-V/def2-TZVPD.

XYZ file:
```
10
Properties=species:S:1:pos:R:3:lowdin_charge:R:1
C 1.218 -0.339 -0.345 -0.26
N -1.959 -0.687 0.356 -0.12
O 0.533 1.122 1.766 -0.56
O 0.376 2.178 -0.444 -0.56
O -3.138 -0.407 0.350 -0.14
S 0.053 0.972 0.353 0.59
H 1.526 -1.112 0.418 0.05
H 0.821 -0.916 -1.145 0.00
H 2.095 0.033 -0.746 -0.01
H -1.524 -0.844 -0.562 0.01
```

The HOMO energy (spin up / spin down) comes out at -3.34 / -3.34 eV. As for the frontier orbital gap (spin up / spin down): 7.244 / 7.243 eV. Its lowest unoccupied orbital energy (spin up / spin down) is 3.90 / 3.90 eV. Its multiplicity is 1. As for the charge: -1.

Entry b
Computed, not measured: a 2-piece molecular cluster, CH4NO3S overall, with ωB97M-V/def2-TZVPD.

XYZ file:
```
10
Properties=species:S:1:pos:R:3:lowdin_charge:R:1
C -1.118 0.758 -0.471 -0.31
N 1.987 -0.690 -0.249 -0.13
O -1.280 -0.821 1.688 -0.48
O -2.450 -1.443 -0.432 -0.48
O 1.122 -1.559 -0.761 -0.27
S -1.290 -0.799 0.206 0.58
H -0.792 0.704 -1.517 -0.01
H -0.422 1.342 0.181 -0.03
H 1.603 0.177 0.208 0.07
H 2.405 -1.131 0.554 0.05
```

The HOMO energy (spin up / spin down) comes out at -2.62 / -3.84 eV. As for the frontier orbital gap (spin up / spin down): 6.051 / 7.665 eV. Its lowest unoccupied orbital energy (spin up / spin down) is 3.44 / 3.82 eV. Its multiplicity is 1. As for the charge: -1.

Computed relative energies in units of eV: entry a 0.000; entry b 1.519